# C72H180N12O24

12 unconnected molecules or ions with the total composition C72H180N12O24 (ωB97M-V/def2-TZVPD, OMol25).

SMILES   COCCNCCOC.COCCNCCOC.COCCNCCOC.COCCNCCOC.COCCNCCOC.COCCNCCOC.COCCNCCOC.COCCNCCOC.COCCNCCOC.COCCNCCOC.COCCNCCOC.COCCNCCOC
2S+1   1
Frontier orbital gap   8.6 eV
F_max   4.716 eV Å⁻¹
Molar mass   1598.3 g mol⁻¹
ΔE to the lowest compared entry with this formula, charge and spin   12.464 eV

XYZ file:
```
288
C72H180N12O24, DFT ωB97M-V/def2-TZVPD
C -3.28 -5.00 -10.85
O -3.48 -3.84 -10.02
C -4.74 -3.81 -9.38
C -4.67 -2.60 -8.45
N -3.80 -2.75 -7.29
C -3.69 -1.70 -6.29
C -2.12 -1.34 -6.10
O -1.70 -0.60 -7.21
C -2.34 0.73 -7.39
H -3.99 -4.98 -11.67
H -3.46 -5.95 -10.34
H -2.22 -4.90 -11.08
H -4.94 -4.78 -8.90
H -5.54 -3.72 -10.10
H -5.69 -2.46 -8.11
H -4.52 -1.61 -8.89
H -2.94 -3.18 -7.58
H -3.93 -2.21 -5.36
H -4.44 -0.91 -6.37
H -1.67 -2.34 -6.13
H -1.78 -0.97 -5.14
H -3.43 0.69 -7.48
H -1.90 1.19 -8.27
H -2.02 1.44 -6.63
C 4.35 0.68 5.40
O 4.35 1.30 6.62
C 5.70 1.65 7.16
C 6.05 0.75 8.24
N 5.50 1.20 9.55
C 4.93 0.18 10.43
C 4.43 0.89 11.74
O 3.49 1.90 11.56
C 3.29 2.67 12.68
H 3.31 0.39 5.21
H 5.13 -0.07 5.52
H 4.65 1.33 4.58
H 5.77 2.70 7.45
H 6.38 1.74 6.31
H 7.12 0.58 8.33
H 5.59 -0.20 7.94
H 4.93 2.03 9.63
H 5.60 -0.67 10.59
H 4.00 -0.23 10.04
H 5.25 1.46 12.18
H 3.92 0.14 12.34
H 2.53 3.45 12.59
H 4.17 3.23 13.01
H 3.07 2.14 13.60
C -11.54 0.29 -3.95
O -10.13 0.08 -3.54
C -9.34 1.19 -3.81
C -7.81 0.89 -3.55
N -6.79 1.81 -4.14
C -5.40 1.41 -3.79
C -4.98 2.02 -2.48
O -5.29 1.39 -1.20
C -4.79 0.11 -1.05
H -11.98 1.23 -3.59
H -12.18 -0.49 -3.53
H -11.47 0.22 -5.03
H -9.79 2.09 -3.39
H -9.32 1.41 -4.88
H -7.65 -0.11 -3.96
H -7.59 0.84 -2.49
H -7.16 2.62 -3.66
H -4.78 1.77 -4.61
H -5.13 0.35 -3.82
H -5.49 2.97 -2.32
H -3.93 2.24 -2.65
H -4.92 -0.55 -1.91
H -5.37 -0.26 -0.20
H -3.75 0.39 -0.87
C 3.08 10.97 0.39
O 3.06 9.72 -0.30
C 3.07 9.79 -1.81
C 2.35 8.50 -2.33
N 3.32 7.44 -2.42
C 2.83 6.02 -2.20
C 1.57 5.57 -3.07
O 1.29 4.20 -2.86
C 0.38 3.59 -3.83
H 3.42 10.72 1.40
H 2.10 11.46 0.45
H 3.81 11.62 -0.08
H 4.07 10.07 -2.14
H 2.50 10.67 -2.12
H 1.93 8.94 -3.24
H 1.56 8.23 -1.63
H 4.17 7.68 -1.92
H 2.59 5.81 -1.15
H 3.66 5.33 -2.39
H 1.89 5.61 -4.11
H 0.64 6.14 -2.93
H 0.55 2.53 -3.64
H 0.71 3.82 -4.84
H -0.66 3.90 -3.71
C 2.26 3.79 2.56
O 3.05 2.71 2.20
C 2.46 1.38 2.25
C 1.43 0.95 1.25
N 1.84 0.89 -0.13
C 0.83 0.74 -1.14
C -0.11 -0.45 -0.84
O -1.03 -0.77 -1.89
C -1.60 -2.06 -1.72
H 2.81 4.73 2.61
H 1.74 3.55 3.48
H 1.52 4.01 1.79
H 1.90 1.21 3.17
H 3.22 0.61 2.12
H 0.62 1.67 1.36
H 1.04 -0.06 1.36
H 2.43 1.70 -0.24
H 1.21 0.77 -2.16
H 0.40 1.74 -1.13
H -0.63 -0.26 0.10
H 0.53 -1.30 -0.56
H -2.32 -2.26 -2.51
H -2.12 -2.05 -0.76
H -0.87 -2.87 -1.81
C -2.35 -9.55 5.76
O -3.02 -9.83 4.49
C -2.43 -9.16 3.42
C -2.38 -7.68 3.55
N -1.63 -7.05 2.44
C -1.80 -5.60 2.63
C -0.90 -4.85 1.65
O 0.51 -5.02 2.04
C 1.25 -4.03 1.30
H -2.76 -8.64 6.20
H -1.33 -9.24 5.55
H -2.32 -10.34 6.51
H -2.98 -9.38 2.50
H -1.42 -9.53 3.22
H -1.87 -7.42 4.48
H -3.36 -7.29 3.81
H -0.65 -7.28 2.41
H -1.47 -5.35 3.64
H -2.77 -5.27 2.28
H -1.24 -3.82 1.77
H -1.14 -5.06 0.60
H 1.46 -3.14 1.89
H 0.80 -3.79 0.33
H 2.24 -4.46 1.14
C -6.24 0.62 7.23
O -6.04 1.77 6.41
C -6.45 1.60 5.03
C -5.37 0.67 4.34
N -3.96 0.88 4.84
C -3.29 2.10 4.30
C -2.59 1.72 2.94
O -1.61 2.70 2.57
C -2.15 4.03 2.41
H -6.99 0.77 8.01
H -5.36 0.45 7.85
H -6.26 -0.31 6.66
H -6.58 2.60 4.63
H -7.45 1.17 5.04
H -5.42 0.69 3.25
H -5.67 -0.33 4.64
H -3.92 1.05 5.84
H -2.69 2.43 5.15
H -3.99 2.93 4.26
H -3.30 1.56 2.13
H -2.09 0.76 3.06
H -2.24 4.57 3.35
H -3.12 4.05 1.91
H -1.55 4.68 1.77
C 0.37 4.71 5.94
O 1.56 5.30 6.37
C 2.33 6.13 5.45
C 3.63 6.58 6.00
N 3.60 7.62 7.00
C 4.94 7.86 7.46
C 5.81 8.74 6.50
O 6.88 7.99 5.92
C 7.85 8.86 5.37
H -0.19 5.57 5.58
H -0.19 4.25 6.76
H 0.64 3.90 5.26
H 1.79 7.02 5.14
H 2.57 5.49 4.60
H 4.25 6.91 5.17
H 4.19 5.76 6.45
H 3.00 7.33 7.75
H 5.54 6.98 7.68
H 4.77 8.32 8.43
H 6.23 9.41 7.26
H 5.33 9.41 5.79
H 8.57 8.35 4.73
H 8.49 9.34 6.11
H 7.53 9.80 4.92
C 9.11 1.22 4.72
O 8.83 2.56 4.96
C 9.73 3.51 4.40
C 9.56 3.79 2.93
N 8.25 4.03 2.38
C 7.52 5.08 3.16
C 6.10 5.39 2.51
O 6.45 6.14 1.31
C 5.32 6.72 0.60
H 8.97 0.82 3.71
H 8.54 0.66 5.46
H 10.12 0.89 4.95
H 10.73 3.09 4.39
H 9.78 4.47 4.90
H 10.09 3.00 2.39
H 10.08 4.73 2.74
H 8.11 4.46 1.48
H 8.09 6.01 3.24
H 7.46 4.70 4.18
H 5.59 6.03 3.23
H 5.48 4.57 2.13
H 5.07 5.95 -0.13
H 5.72 7.56 0.02
H 4.47 7.00 1.21
C 2.91 -8.65 -8.96
O 2.28 -8.07 -7.84
C 1.40 -8.95 -7.11
C 1.02 -8.50 -5.78
N 0.04 -7.38 -5.79
C -0.22 -7.10 -4.38
C -1.25 -5.93 -4.15
O -0.80 -4.61 -3.73
C 0.28 -4.02 -4.47
H 3.48 -7.90 -9.50
H 2.19 -9.02 -9.69
H 3.57 -9.50 -8.74
H 1.90 -9.90 -6.94
H 0.57 -9.22 -7.76
H 1.95 -8.07 -5.42
H 0.67 -9.30 -5.13
H 0.49 -6.60 -6.24
H 0.76 -7.01 -3.92
H -0.49 -7.96 -3.76
H -1.79 -6.14 -3.22
H -1.88 -5.82 -5.04
H 1.27 -4.46 -4.36
H 0.36 -2.98 -4.15
H 0.01 -3.88 -5.52
C 1.65 1.13 -5.64
O 2.25 0.50 -6.80
C 1.70 0.79 -8.00
C 2.39 0.12 -9.18
N 1.95 -1.29 -9.41
C 2.49 -2.11 -8.33
C 2.30 -3.56 -8.92
O 1.19 -4.30 -8.33
C -0.09 -4.14 -8.81
H 0.57 1.20 -5.74
H 2.17 2.06 -5.40
H 1.80 0.57 -4.71
H 1.84 1.87 -7.98
H 0.65 0.47 -7.96
H 3.46 0.23 -9.03
H 2.17 0.74 -10.05
H 0.95 -1.25 -9.30
H 1.77 -2.00 -7.52
H 3.52 -1.86 -8.06
H 3.18 -4.13 -8.63
H 2.39 -3.77 -9.98
H -0.06 -4.10 -9.90
H -0.60 -3.32 -8.30
H -0.70 -5.01 -8.59
C -4.25 -3.24 1.12
O -4.88 -4.45 0.70
C -4.64 -4.85 -0.63
C -4.45 -6.40 -0.56
N -5.64 -7.18 -0.23
C -6.02 -7.11 1.17
C -6.99 -8.20 1.60
O -7.35 -7.97 3.00
C -8.38 -7.08 3.22
H -4.11 -3.18 2.20
H -4.82 -2.34 0.86
H -3.31 -2.98 0.64
H -3.71 -4.42 -0.99
H -5.51 -4.70 -1.27
H -3.54 -6.64 -0.03
H -4.08 -6.66 -1.55
H -5.78 -8.09 -0.65
H -6.56 -6.19 1.40
H -5.18 -7.02 1.87
H -6.65 -9.24 1.59
H -7.85 -8.16 0.93
H -9.12 -7.48 3.91
H -8.93 -6.79 2.32
H -7.83 -6.22 3.60
```